(1)
Computed, not measured: C15H17BN9PtS2 as an isolated structure, with wB97M-V/def2-TZVPD.

The geometry in XYZ format:
```
45
Properties=species:S:1:pos:R:3:forces:R:3:mulliken_spin:R:1
Pt -0.4339 -1.2125 -1.2023 0.759 0.432 0.544 1.546
C -0.0915 -1.2548 3.1739 0.066 0.242 -0.191 0.001
C -0.5848 -1.7876 1.9885 0.148 0.101 0.104 -0.017
N -0.0639 -1.1187 0.9648 -0.486 -0.458 -1.154 0.249
N 0.7579 -0.1722 1.4353 0.270 0.248 0.105 -0.042
C 0.7510 -0.2326 2.7796 -0.367 -0.275 0.291 0.000
B 1.6481 0.6966 0.4958 -0.509 0.419 1.195 -0.043
N 2.3813 -0.2716 -0.4744 1.512 0.270 0.044 -0.074
C 3.6941 -0.4322 -0.6998 -1.235 1.543 1.657 0.320
C 3.8627 -1.4403 -1.6349 -0.798 -1.848 -1.641 0.269
C 2.5734 -1.8555 -1.9491 1.319 -0.520 -0.523 -0.056
N 1.7089 -1.1395 -1.2406 -1.228 -0.045 0.031 0.466
N 0.7357 1.5865 -0.3761 0.283 0.206 0.101 -0.040
C 0.6709 2.9120 -0.5866 -0.210 0.271 -0.246 0.002
C -0.2503 3.1705 -1.5802 0.101 -0.161 0.147 0.002
C -0.7316 1.9176 -1.9492 0.179 0.262 0.161 -0.018
N -0.1342 0.9894 -1.2127 -0.412 -1.201 -0.309 0.215
N 2.6974 1.3530 1.3762 0.249 -0.213 -0.482 0.021
C 3.1402 2.5908 1.6712 0.676 0.856 0.794 0.013
C 4.1182 2.4827 2.6472 -0.325 0.112 -0.408 0.004
C 4.2354 1.0994 2.8867 0.034 1.108 -0.629 0.000
N 3.4178 0.4636 2.0934 -0.553 -2.134 -0.078 0.013
H -0.3181 -1.5624 4.1745 -0.017 -0.037 0.152 0.000
H -1.2510 -2.6160 1.8388 -0.137 -0.054 -0.115 0.003
H 1.3164 0.4322 3.3989 0.205 0.151 -0.053 -0.001
H 4.4392 0.1535 -0.2063 0.139 0.322 0.278 0.001
H 4.7808 -1.8150 -2.0313 0.335 -0.103 -0.108 -0.005
H 2.2476 -2.6197 -2.6298 -0.073 -0.067 -0.074 0.005
H 1.2543 3.6144 -0.0343 0.187 0.085 0.174 -0.003
H -0.5284 4.1261 -1.9748 -0.046 0.160 -0.059 0.001
H -1.4518 1.6628 -2.7051 -0.089 -0.132 -0.016 0.005
H 2.7763 3.4817 1.2061 -0.140 0.172 -0.064 0.000
H 4.6971 3.2699 3.0881 -0.058 0.209 0.074 0.000
H 4.8957 0.5746 3.5482 0.097 -0.158 0.111 0.000
S -2.2024 -2.4709 -2.0809 0.536 -0.020 0.078 0.108
C -3.7077 -1.8017 -1.6644 -0.896 0.182 0.168 0.011
N -4.7824 -2.5503 -1.5120 0.685 0.114 -0.294 0.027
C -6.0336 -1.8904 -1.2031 -0.613 0.229 0.321 -0.002
C -5.8406 -0.4041 -1.5074 0.109 0.242 -0.205 -0.001
S -4.0286 -0.1099 -1.5215 -0.042 -0.406 0.130 0.013
H -4.7478 -3.5600 -1.5637 0.207 -0.009 -0.038 0.002
H -6.2794 -2.0598 -0.1489 0.053 0.020 -0.133 0.001
H -6.8337 -2.3130 -1.8142 0.079 0.041 0.078 0.001
H -6.2989 0.2469 -0.7652 0.023 -0.106 -0.028 0.001
H -6.2076 -0.1316 -2.4976 -0.016 -0.052 0.112 0.000
```
Forces are in eV/Å.

The maximum force comes out at 2.597 eV/A. Its spin multiplicity is 4. Its total charge is +2. The value obtained for the total energy is -2014.58392 a.u.

***

(2)
Computed, not measured: C15H17Cl3HgN2O2 as an isolated structure, with wB97M-V/def2-TZVPD.

The geometry in XYZ format:
```
40
Properties=species:S:1:pos:R:3:forces:R:3:nbo_charge:R:1
C 3.1799 -0.2888 0.5753 4.013 2.426 -1.020 -1.020
C 3.1929 0.5569 -2.0974 3.006 -0.340 2.526 -0.732
H 3.2093 0.7360 1.0296 0.094 -1.486 0.339 0.236
H 4.1150 -0.4237 -0.1043 -1.173 0.240 1.846 0.193
H 2.9789 -1.2255 1.0189 -0.145 -0.388 1.556 0.255
H 2.6150 1.3691 -2.4815 -0.195 0.112 -0.850 0.224
H 4.0942 0.9699 -1.3680 -2.493 -1.006 -2.188 0.230
H 3.5464 -0.3330 -2.6834 -0.530 1.426 0.088 0.243
C 0.5584 0.7594 2.4374 -0.542 0.587 0.714 0.078
C -0.1364 1.2018 3.5839 0.166 -0.222 -1.055 -0.252
C -1.3709 1.8209 3.4072 -0.010 0.007 -0.468 -0.165
C -1.8802 1.9441 2.1121 1.007 -0.662 -0.582 -0.228
H 1.5009 0.2395 2.5386 0.040 0.058 0.049 0.208
H 0.3070 1.0406 4.5532 -0.075 0.011 0.134 0.225
H -1.9497 2.1924 4.2509 0.168 -0.102 -0.130 0.222
H -2.8498 2.3828 1.9189 0.099 -0.063 0.244 0.213
N 0.1181 0.9347 1.1956 -0.359 -0.163 0.207 -0.452
C -1.1036 1.4502 1.0213 -0.259 0.490 1.048 0.170
C -1.6278 1.4467 -0.3693 -1.376 0.796 -0.613 0.171
N -0.8757 0.8501 -1.3046 -0.465 0.340 0.356 -0.447
C -1.3588 0.7703 -2.5347 -1.181 0.547 -0.580 0.059
C -3.3841 1.9407 -1.9819 -0.055 0.157 0.356 -0.167
C -2.6167 1.2938 -2.9433 1.254 -0.348 1.152 -0.253
H -0.7299 0.2569 -3.2490 -0.082 0.067 -0.066 0.206
H -2.9287 1.1716 -3.9608 -0.176 0.010 -0.283 0.225
C -2.9020 2.0403 -0.6743 1.683 -1.079 -0.431 -0.226
H -3.4525 2.5319 0.1065 -0.222 0.082 -0.088 0.214
H -4.3610 2.3716 -2.2225 0.375 -0.173 -0.004 0.222
Hg 1.7959 -0.3910 -0.8356 -2.652 -2.101 -0.984 1.685
C 0.9405 -1.4104 -2.5203 -0.148 0.440 -0.658 -1.125
H 1.0445 -0.7691 -3.4048 -0.089 -0.235 -0.019 0.174
H -0.0969 -1.7042 -2.3468 0.365 0.110 -0.021 0.249
H 1.5479 -2.3134 -2.6860 -0.137 0.264 0.232 0.218
Cl 0.2330 -5.3546 1.5725 -0.194 0.341 0.096 0.027
C -0.3571 -3.7062 1.8810 0.287 0.979 -0.758 -0.210
Cl -2.1488 -3.6487 1.8371 0.520 -0.109 0.055 0.011
Cl 0.2148 -3.1425 3.4623 -0.116 -0.178 0.029 0.007
C 0.1971 -2.7134 0.6888 -2.231 -3.170 -2.649 0.761
O -0.1626 -3.0733 -0.4660 0.705 0.728 2.708 -0.692
O 0.9039 -1.7745 1.0434 1.119 1.607 -0.287 -0.758
```
Forces are in eV/Å.

The maximum force comes out at 4.799 eV/A. Its spin multiplicity is 1. The value obtained for the total energy is -2375.57582 a.u.

***

(3)
Computed, not measured: one molecule with the formula C15H17ClN2O2S, with wB97M-V/def2-TZVPD.

The geometry in XYZ format:
```
38
Properties=species:S:1:pos:R:3:forces:R:3:nbo_charge:R:1
C -1.3690 3.8204 -4.0815 0.014 0.038 0.016 -0.627
C -1.2927 3.3529 -2.6601 0.008 -0.039 0.014 -0.020
C -1.2197 2.0038 -2.3443 0.003 0.102 -0.026 -0.214
C -1.1454 1.5813 -1.0280 -0.019 0.021 0.080 -0.178
C -1.1463 2.5026 0.0099 -0.105 -0.012 -0.072 -0.070
C -1.2215 3.8553 -0.3029 0.034 -0.076 0.049 -0.192
C -1.2894 4.2733 -1.6177 0.026 -0.054 -0.011 -0.208
H -1.3463 5.3288 -1.8420 -0.017 0.124 -0.018 0.210
H -1.2253 4.5866 0.4926 -0.030 0.093 0.102 0.208
C -1.0683 2.0723 1.4524 0.335 0.325 0.141 -0.248
N -1.7161 0.8175 1.7603 0.293 -0.472 0.360 -0.865
S -0.8333 -0.5270 2.0737 -0.860 0.219 -0.457 2.436
O 0.3294 -0.1149 2.7904 0.223 0.110 -0.198 -0.941
O -1.7404 -1.4787 2.6354 -0.137 -0.086 -0.211 -0.941
N -0.3715 -1.1141 0.5637 -0.155 0.084 0.872 -0.875
H -0.9026 -1.9497 0.3668 -0.182 -0.147 0.038 0.408
C 1.0478 -1.2809 0.3235 0.446 0.197 -0.075 -0.253
C 1.5935 -2.6209 0.7455 -0.004 -0.087 -0.069 -0.061
C 1.1036 -3.2598 1.8785 0.116 0.014 -0.111 -0.152
C 1.6081 -4.4879 2.2681 0.053 -0.053 -0.010 -0.241
C 2.6122 -5.0810 1.5199 -0.090 0.239 -0.073 -0.030
C 3.1151 -4.4578 0.3891 0.023 -0.075 0.074 -0.229
C 2.6002 -3.2323 0.0080 -0.103 0.069 0.108 -0.198
H 2.9896 -2.7447 -0.8738 0.031 0.046 -0.122 0.214
H 3.8967 -4.9290 -0.1858 0.061 -0.067 -0.034 0.228
Cl 3.2445 -6.6158 1.9995 0.081 -0.210 0.066 0.005
H 1.2258 -4.9801 3.1482 -0.015 -0.073 0.078 0.230
H 0.3264 -2.7930 2.4648 -0.014 -0.153 0.093 0.220
H 1.2421 -1.1097 -0.7410 0.036 0.014 0.138 0.205
H 1.5392 -0.4914 0.8988 0.135 -0.045 -0.244 0.242
H -2.5950 0.6431 1.3058 -0.228 -0.201 -0.040 0.410
H -0.0272 1.9385 1.7603 -0.062 0.281 0.012 0.237
H -1.5049 2.8527 2.0875 0.156 -0.088 -0.076 0.206
H -1.0805 0.5278 -0.8008 -0.023 -0.026 -0.037 0.222
H -1.2199 1.2698 -3.1378 -0.008 -0.063 -0.098 0.205
H -1.4388 2.9792 -4.7661 -0.009 -0.016 -0.087 0.214
H -2.2375 4.4613 -4.2254 -0.044 0.034 -0.086 0.220
H -0.4829 4.4013 -4.3356 0.030 0.034 -0.092 0.220
```
Forces are in eV/Å.

The maximum force comes out at 0.998 eV/A. Its spin multiplicity is 1. The value obtained for the total energy is -1700.16505 a.u. The SMILES is Cc1ccc(CNS(=O)(=O)NCc2ccc(Cl)cc2)cc1.

***

(4)
Computed, not measured: C15H17CrN11OS as an isolated structure, with wB97M-V/def2-TZVPD.

The geometry in XYZ format:
```
46
Properties=species:S:1:pos:R:3:forces:R:3:mulliken_spin:R:1
Cr -1.3950 0.0884 -0.5167 0.071 -0.062 0.367 3.996
N -1.0731 -3.2300 2.3289 0.017 -0.039 -0.034 -0.003
C -1.2865 -2.1165 1.5890 -0.007 0.005 0.044 0.023
S -0.7742 -2.1760 -0.0733 -0.134 -0.059 0.054 -0.029
N -1.8383 -1.1100 2.2427 0.027 0.064 -0.120 0.008
N -1.9869 -0.0113 1.4552 -0.092 -0.182 0.260 -0.086
C -2.5195 1.0393 1.9575 0.039 0.050 -0.126 0.023
C -2.5996 2.2189 1.0857 0.050 -0.123 0.068 0.041
C -3.0718 3.4453 1.5169 -0.010 0.021 0.003 0.007
C -3.0560 4.5146 0.6309 0.004 -0.013 -0.003 0.009
C -2.5665 4.3279 -0.6494 0.000 -0.014 0.009 0.005
C -2.1161 3.0664 -1.0128 -0.044 0.018 -0.019 0.040
N -2.1413 2.0393 -0.1692 -0.054 0.086 -0.052 -0.021
H -0.8586 -4.0842 1.8464 0.005 0.001 0.012 0.000
H -1.5122 -3.2815 3.2329 -0.004 0.009 0.000 0.000
H -2.8577 1.0585 2.9885 -0.002 0.037 0.002 0.006
H -3.4371 3.5549 2.5288 -0.002 0.015 -0.001 -0.001
H -3.4198 5.4847 0.9428 -0.001 -0.001 0.006 0.001
H -2.5309 5.1330 -1.3686 -0.003 0.003 0.004 0.000
H -1.7300 2.8615 -2.0036 -0.005 -0.014 0.003 -0.012
O -1.2054 0.4166 -2.4038 -0.011 0.280 -0.438 -0.047
N -1.5247 -0.3620 -3.3951 0.087 -0.116 0.194 -0.026
C -1.7549 0.2646 -4.5056 -0.054 0.008 -0.257 0.030
C -2.0854 -0.5092 -5.6667 -0.013 0.044 0.055 -0.005
N -2.3593 -1.1056 -6.6095 0.009 -0.002 -0.014 0.013
C -1.7203 1.7001 -4.5944 0.059 -0.053 0.035 0.001
N -1.7031 2.8489 -4.6276 -0.027 0.007 0.007 0.012
C 3.5651 -2.4734 -0.6915 -0.011 0.004 0.000 0.001
C 3.7577 -2.2353 0.8024 -0.018 -0.029 0.020 0.001
C 2.6683 -2.9265 1.6168 0.012 0.009 0.006 -0.004
C 3.8487 -0.7464 1.1365 -0.002 0.019 0.002 0.000
N 2.6600 0.0066 0.7516 0.057 0.069 0.008 0.003
C 1.5221 0.2331 1.4064 -0.105 -0.093 0.004 0.006
N 0.7279 0.9389 0.6368 0.079 0.069 -0.140 0.011
N 1.4174 1.1432 -0.5127 0.049 0.031 0.055 -0.007
N 2.5690 0.5923 -0.4527 -0.005 -0.020 0.001 0.000
H 3.6156 -3.5401 -0.9112 -0.001 0.000 0.001 0.000
H 4.3276 -1.9652 -1.2834 -0.002 0.002 -0.001 0.000
H 2.5878 -2.1154 -1.0206 0.006 -0.004 -0.002 0.000
H 4.7280 -2.6436 1.1039 0.006 -0.003 -0.017 0.000
H 1.6777 -2.5655 1.3306 0.017 -0.012 0.009 0.003
H 2.8056 -2.7719 2.6899 -0.003 0.005 0.003 0.000
H 2.6814 -4.0010 1.4307 0.003 0.000 -0.003 0.000
H 4.6789 -0.2761 0.6123 0.010 -0.017 0.001 0.000
H 3.9878 -0.6032 2.2084 0.007 0.019 0.000 0.000
H 1.2973 -0.1271 2.3960 -0.006 -0.018 -0.007 0.000
```
Forces are in eV/Å.

The maximum force comes out at 0.520 eV/A. Its spin multiplicity is 5. The value obtained for the total energy is -2701.98138 a.u.